1.
62
Properties=species:S:1:pos:R:3:forces:R:3 method="wB97M-V/def2-TZVPD" lumo_energy_ev="-0.78 / -0.73" homo_lumo_gap_ev="6.492 / 6.542" max_force_ha_per_bohr=0.0559
Ni 0.89549 -1.11398 0.44009 -0.37 -2.82 -0.42
C 1.88264 2.43619 2.47777 0.04 0.00 0.01
O 1.09135 1.65444 1.60566 -0.15 0.21 0.10
C 0.76540 2.18784 0.40307 -0.14 -0.41 -0.25
C 1.17263 3.42237 -0.07071 0.07 0.06 0.10
C 0.83391 3.80784 -1.36514 0.07 0.05 -0.04
C 0.09426 2.97858 -2.18358 -0.01 0.09 -0.11
C -0.36834 1.76120 -1.69381 0.15 -0.15 0.14
C -0.03992 1.36436 -0.41362 -0.32 0.55 -0.12
N -0.54984 0.15947 0.16777 1.48 0.45 0.82
N -1.43742 0.44080 1.04147 -0.66 0.57 -0.52
C -1.94036 -0.39819 1.93686 0.65 -0.78 0.27
C -1.36631 -1.69590 2.18263 -0.52 0.77 -0.35
O -0.37827 -2.14198 1.53555 0.84 0.41 -0.23
C -1.97461 -2.50368 3.20224 -0.11 -0.43 0.07
C -2.98351 -2.03801 3.96945 0.13 -0.04 -0.10
C -3.50118 -0.71098 3.82347 -0.08 0.30 -0.23
C -4.48625 -0.20105 4.68520 0.01 -0.04 0.06
C -4.96558 1.07575 4.52963 -0.11 0.04 0.03
C -4.49767 1.87056 3.47696 0.04 -0.12 -0.02
C -3.54228 1.38719 2.61389 0.04 0.09 0.00
C -3.00585 0.10072 2.78331 -0.11 0.08 0.15
H 1.36641 3.36094 2.74939 0.04 0.00 0.01
H 2.85461 2.66981 2.03372 -0.02 0.01 -0.03
H 2.04135 1.83080 3.36601 -0.03 0.01 0.00
H 1.73730 4.09808 0.55794 0.05 -0.06 -0.02
H 1.16470 4.77373 -1.72536 -0.01 0.00 -0.02
H -0.14565 3.28584 -3.19254 -0.04 -0.01 0.00
H -0.99757 1.12039 -2.29788 0.02 -0.05 0.00
H -1.58695 -3.50782 3.32060 0.02 0.02 0.05
H -3.43106 -2.67612 4.72270 0.07 -0.01 0.05
H -4.85334 -0.82480 5.49186 0.00 -0.03 -0.01
H -5.70800 1.46868 5.21180 -0.02 -0.03 0.00
H -4.89376 2.86869 3.34217 0.02 0.01 -0.01
H -3.16838 1.99602 1.80323 -0.01 0.02 0.00
C -1.35662 -4.21827 -0.62471 -0.18 -0.09 0.13
N -0.67543 -3.48669 -1.66860 0.34 0.31 -0.10
C -1.18968 -3.16041 -2.90182 -0.12 0.00 -0.07
C -0.21526 -2.50779 -3.57360 -0.09 0.12 -0.06
N 0.89654 -2.42513 -2.76943 -0.12 -0.28 0.27
B 2.33252 -2.05197 -3.25509 -0.03 0.07 0.21
N 2.68270 -0.54234 -2.97816 0.04 0.19 -0.01
C 2.97337 0.31853 -4.01165 0.02 0.09 -0.13
C 3.57851 1.41623 -3.51087 0.06 0.04 -0.01
N 3.64458 1.23893 -2.14795 -0.28 -0.29 -0.25
C 4.28473 2.14097 -1.22180 0.17 0.05 0.13
C 3.08026 0.04031 -1.83601 0.08 0.43 -0.04
S 3.03319 -0.52920 -0.22032 -0.58 0.52 0.29
C 0.60391 -3.02650 -1.59799 -0.05 -0.37 -0.13
S 1.66873 -3.31090 -0.28847 -0.19 0.41 0.61
H -1.69012 -5.18620 -0.99906 0.03 0.02 -0.05
H -2.21617 -3.65606 -0.25940 0.02 0.03 -0.04
H -0.65339 -4.35986 0.19132 -0.01 0.01 -0.01
H -2.18373 -3.44330 -3.19892 -0.02 0.05 0.02
H -0.22049 -2.09748 -4.56734 0.03 -0.04 -0.02
H 2.35669 -2.19619 -4.44781 -0.04 0.05 -0.12
H 3.12086 -2.72859 -2.66727 0.07 -0.06 -0.04
H 2.74589 0.06479 -5.03060 0.00 -0.05 0.01
H 3.98181 2.29016 -3.98971 -0.04 0.01 -0.01
H 4.39606 3.11414 -1.69486 -0.04 -0.02 -0.03
H 5.26583 1.76294 -0.93138 -0.01 0.01 -0.03
H 3.67676 2.23209 -0.33031 -0.10 0.02 0.09


2.
72
Properties=species:S:1:pos:R:3:forces:R:3 method="wB97M-V/def2-TZVPD" lumo_energy_ev=-0.47 homo_lumo_gap_ev=7.436 max_force_ha_per_bohr=0.0112
Ba 0.40372 -0.13868 0.30274 0.02 -0.44 -0.38
N -4.28294 -2.05052 0.44203 -0.02 0.04 -0.02
C -2.97249 -2.27952 0.31550 0.04 0.01 0.03
N -2.34317 -1.14034 0.12349 -0.06 0.07 0.13
C -3.35317 -0.22349 0.14107 -0.05 0.04 -0.04
N -4.54888 -0.73575 0.33354 0.03 -0.04 -0.01
C -3.12169 1.21461 -0.06947 -0.04 -0.02 0.01
C -4.15415 2.14271 0.03312 0.02 0.00 -0.02
N -3.95042 3.43567 -0.17911 0.05 0.00 -0.01
C -2.71158 3.79837 -0.50146 -0.06 -0.02 0.01
C -1.67653 2.87927 -0.59767 0.03 0.04 0.01
N -1.87900 1.58414 -0.37260 -0.04 0.06 -0.01
H -5.02828 -2.70684 0.59848 -0.02 -0.01 0.01
H -2.52593 -3.25852 0.36950 0.01 0.02 0.01
H -5.15485 1.82199 0.29281 0.00 0.00 0.00
H -2.53236 4.85055 -0.68324 0.00 0.00 0.00
H -0.66890 3.18265 -0.85427 -0.04 0.00 0.01
N -0.03487 5.08754 5.92419 -0.02 0.01 -0.02
C -0.07551 5.45228 4.63400 0.02 -0.06 0.01
S -0.19807 7.00374 4.11809 -0.01 0.04 0.00
C -0.02414 4.30420 3.68354 -0.02 0.00 0.01
C 0.83177 4.32348 2.59210 0.01 -0.03 0.02
C 0.88681 3.21424 1.76651 0.01 0.01 0.02
N 0.12257 2.13333 1.95938 -0.02 0.07 -0.01
C -0.72026 2.13427 2.99111 0.01 0.00 0.05
C -0.82447 3.18493 3.88264 0.02 -0.02 -0.02
H -0.04750 5.80474 6.62990 0.01 0.00 0.00
H 0.18234 4.14100 6.19004 0.01 -0.01 0.00
H 1.45624 5.18479 2.40215 0.00 0.00 0.00
H 1.56389 3.18887 0.91572 0.00 0.01 -0.01
H -1.31732 1.23883 3.13844 -0.02 0.02 -0.02
H -1.51947 3.12623 4.70938 0.00 0.00 0.00
Cl 2.19249 0.97553 4.70492 -0.01 -0.03 0.01
Si 1.30780 -0.62492 3.61393 0.07 0.01 0.05
Cl 2.66092 -2.25799 4.16444 -0.04 0.05 -0.04
Cl -0.34281 -1.09822 4.92849 0.00 0.02 0.00
C 0.04007 -2.52565 -5.62165 0.01 0.00 -0.01
C 0.89931 -1.50845 -4.85992 -0.03 -0.01 0.05
C 0.72619 -0.10377 -5.45205 0.00 -0.02 -0.01
C 2.37417 -1.92975 -4.87188 0.02 0.01 -0.01
C 0.43829 -1.48005 -3.46055 0.04 0.05 -0.02
N 0.07718 -1.45937 -2.37110 0.01 0.07 0.12
H 0.36875 -2.55232 -6.66111 0.00 0.00 0.00
H -1.01372 -2.24799 -5.59999 0.00 0.00 0.00
H 0.14759 -3.52579 -5.20103 0.00 0.00 0.00
H 1.06995 -0.11873 -6.48729 0.00 0.01 0.01
H 1.30941 0.63013 -4.89995 0.03 0.02 0.02
H -0.32098 0.19944 -5.44047 0.00 0.00 0.00
H 2.71608 -1.96194 -5.90723 0.01 0.00 0.00
H 2.50353 -2.91932 -4.43296 -0.01 0.00 0.00
H 2.98939 -1.22140 -4.32045 -0.02 -0.03 -0.03
F 0.95755 1.80116 -1.51523 0.11 -0.08 0.01
C 2.32294 2.23721 -1.17419 -0.01 -0.09 0.04
F 2.69573 1.14180 -0.28089 -0.07 0.10 0.00
C 3.06792 1.82746 -2.43593 -0.03 0.04 0.04
F 4.38130 1.99553 -2.28854 0.23 0.07 0.09
F 2.66945 2.56878 -3.47979 -0.11 0.15 -0.15
F 2.89632 0.53034 -2.81812 -0.10 -0.18 0.00
N 3.16697 -2.30958 0.96001 0.04 0.08 0.05
C 3.03335 -2.31819 -0.19388 0.00 0.04 0.06
H 3.22925 -2.29768 1.97780 -0.01 -0.07 -0.05
I -0.24802 -5.49101 4.42128 -0.01 -0.01 0.02
C -0.01864 -4.89374 2.44654 0.01 0.01 -0.03
C 0.25102 -5.80482 1.43885 -0.01 0.03 -0.02
C 0.40203 -5.32622 0.14575 0.00 -0.02 0.02
C 0.29575 -3.96541 -0.08362 0.02 0.00 0.01
N 0.04193 -3.08454 0.88765 -0.02 -0.01 -0.02
C -0.12229 -3.54616 2.12707 0.01 0.01 0.03
H 0.34401 -6.86013 1.65712 0.00 0.00 0.00
H 0.61592 -5.99871 -0.67347 0.00 0.00 0.00
H 0.43251 -3.55483 -1.07581 0.00 0.00 0.00
H -0.33997 -2.81948 2.90159 -0.01 -0.02 -0.01


3.
74
Properties=species:S:1:pos:R:3:forces:R:3 method="wB97M-V/def2-TZVPD" lumo_energy_ev="3.83 / 3.84" homo_lumo_gap_ev="6.508 / 6.518" total_charge=-2 multiplicity=2 max_force_ha_per_bohr=0.0326 s2=0.7859
Cr -0.17938 -0.86082 1.44214 1.16 0.59 1.05
S 2.31603 -0.12980 5.09006 -0.09 -0.04 -0.05
C 1.37036 -0.53625 3.79128 0.14 -0.04 0.04
S -0.35363 -0.44490 3.73804 -0.24 -0.09 -0.39
S 2.00595 -1.09848 2.26896 -0.32 -0.10 -0.25
C 1.02903 5.33260 -3.57324 -0.01 0.01 0.03
C 0.77280 3.83938 -3.77511 -0.05 -0.07 -0.02
C 1.93309 3.26466 -4.60212 -0.01 0.01 0.03
C -0.53825 3.67245 -4.56066 0.02 0.02 -0.01
C 0.65458 3.09014 -2.44681 0.04 0.07 0.03
C 0.54925 1.70399 -2.43823 -0.01 -0.13 -0.04
C 0.41023 1.05438 -1.23651 0.06 -0.21 0.11
Br 0.30145 -0.85117 -1.19199 0.06 -0.02 -0.25
C 0.33380 1.67351 0.02238 0.12 0.10 0.02
O 0.13647 0.97364 1.10731 -0.51 -0.34 -0.53
C 0.48440 3.08044 0.01941 -0.01 0.01 0.14
C 0.63052 3.72590 -1.20860 0.02 0.03 -0.01
C 0.52757 3.94767 1.29467 -0.05 -0.07 0.04
C 0.28509 3.18288 2.60400 0.03 -0.03 0.03
C 1.92116 4.59311 1.38662 -0.03 0.01 -0.05
C -0.55019 5.04100 1.20056 -0.02 -0.02 -0.09
H 1.13735 5.82069 -4.54618 -0.01 -0.01 0.02
H 1.94680 5.50164 -3.00342 -0.05 0.02 -0.01
H 0.19848 5.81059 -3.04755 0.06 0.00 -0.01
H 2.05006 3.82455 -5.53657 -0.01 -0.04 0.03
H 1.76024 2.21676 -4.85553 0.03 0.05 0.01
H 2.86797 3.32528 -4.03895 -0.03 0.00 -0.04
H -0.49451 4.21852 -5.51100 0.00 -0.05 0.06
H -1.38056 4.05264 -3.97678 0.03 -0.03 -0.04
H -0.72861 2.61818 -4.77725 -0.02 0.06 0.01
H 0.56299 1.11818 -3.35113 0.02 0.07 0.04
H 0.73457 4.80350 -1.18657 0.00 -0.05 0.03
H 1.06283 2.44412 2.79615 -0.01 0.01 0.01
H -0.67246 2.66804 2.60075 0.18 0.08 0.07
H 0.29286 3.90253 3.43038 0.03 0.03 -0.05
H 2.68741 3.81629 1.44898 -0.01 0.05 0.00
H 1.98691 5.21183 2.28769 -0.01 -0.02 -0.05
H 2.13816 5.22262 0.51747 0.00 -0.02 0.05
H -1.53810 4.58043 1.12117 0.08 0.07 0.03
H -0.40199 5.69759 0.33783 -0.01 -0.02 0.05
H -0.52728 5.65945 2.10311 0.00 -0.02 -0.03
F -2.45807 1.57448 -1.23453 -0.14 0.00 0.06
C -3.54410 2.20975 -0.81710 -0.18 0.03 0.04
F -4.60863 1.70973 -1.46766 0.15 0.11 -0.05
F -3.42434 3.50555 -1.14858 0.04 -0.10 -0.05
S -3.84201 2.10210 1.01231 -0.13 -0.38 0.04
O -2.57509 2.34640 1.63308 -0.18 -0.04 -0.18
O -4.90474 3.04951 1.17874 -0.08 -0.15 0.09
N -4.41453 0.63083 1.23750 0.59 0.05 0.05
S -3.48342 -0.64161 1.41292 0.14 0.73 -0.66
O -2.21932 -0.55831 0.65684 -0.59 -0.17 0.87
O -3.45545 -1.19401 2.72710 -0.03 -0.04 -0.04
C -4.49428 -1.78892 0.37992 -0.12 0.33 -0.20
F -3.99488 -3.01447 0.37704 0.13 -0.13 0.06
F -5.75041 -1.84502 0.83655 0.04 -0.05 -0.03
F -4.52041 -1.33504 -0.88192 -0.06 -0.16 0.15
S 3.94178 -5.76898 -0.63727 0.00 0.04 -0.02
C 2.51080 -5.35553 0.11566 -0.14 -0.25 0.21
S 1.90242 -3.73916 0.10784 -0.10 0.06 0.11
C 0.52821 -4.20996 1.09981 0.35 0.20 -0.39
N 0.54816 -5.46377 1.39389 -0.01 -0.36 0.08
N 1.64944 -6.11347 0.85047 0.02 0.08 -0.03
C 1.74942 -7.49908 1.19594 -0.07 0.06 0.06
C 1.03763 -7.94617 2.31380 0.07 0.08 -0.03
C 1.07488 -9.28201 2.67581 0.03 0.00 -0.04
C 1.81740 -10.19510 1.93743 -0.01 0.00 0.00
C 2.51928 -9.74982 0.82958 -0.03 0.05 0.01
C 2.49084 -8.41236 0.45109 -0.04 0.01 -0.02
S -0.76537 -3.16754 1.54733 -0.20 -0.01 -0.06
H 0.46018 -7.23185 2.87961 -0.02 -0.02 0.00
H 0.51661 -9.61271 3.54351 0.01 0.04 -0.01
H 1.84385 -11.24125 2.22126 0.00 0.05 0.00
H 3.09707 -10.44975 0.23777 0.01 0.03 0.00
H 3.04360 -8.08027 -0.41052 -0.01 0.02 -0.02